The following is a DFT calculation (the ωB97M-V functional and the def2-TZVPD basis) of a structure of composition C30H50P2Y at a distorted geometry.

The geometry in XYZ format:
```
83
Properties=species:S:1:pos:R:3:mulliken_charge:R:1
Y 0.361 -0.240 -0.517 -1.3592
C 0.641 -2.717 0.181 0.5875
C 1.918 -2.175 -0.180 0.3815
C 1.301 -1.253 1.845 1.5937
C 0.263 -2.133 1.432 -0.1002
C 2.315 -1.242 0.838 0.7617
C -0.038 -3.840 -0.521 -1.4333
H 0.052 -3.745 -1.612 0.2803
H -1.105 -3.896 -0.270 0.3149
H 0.414 -4.810 -0.247 0.3234
C -0.914 -2.465 2.260 -1.3515
H -1.573 -3.183 1.767 0.4155
H -1.478 -1.544 2.478 -0.3646
H -0.618 -2.893 3.229 0.4069
C 1.444 -0.663 3.193 -1.5210
H 2.323 -1.076 3.720 0.3669
H 0.567 -0.880 3.812 0.4779
H 1.575 0.429 3.153 0.0959
C 3.633 -0.574 0.955 -1.4608
H 4.402 -1.268 1.332 0.2959
H 3.586 0.274 1.649 0.4365
H 3.974 -0.193 -0.016 0.0814
C 2.755 -2.678 -1.288 -1.4954
H 3.266 -3.610 -1.008 0.3842
H 3.516 -1.945 -1.569 0.3903
H 2.147 -2.894 -2.173 0.2006
C 0.160 0.723 -2.720 0.2267
C 0.649 -0.564 -2.862 0.8548
C 1.627 -0.902 -3.971 -1.3789
C 3.105 -0.460 -3.781 -1.6373
C 3.399 0.398 -2.584 -0.4006
C 2.920 1.639 -2.456 -0.2420
C 2.088 2.308 -3.516 -1.5140
C 0.608 1.844 -3.633 -1.4908
H 1.276 -0.473 -4.925 0.4662
H 3.410 0.055 -4.709 0.5819
H 1.607 -1.994 -4.123 0.5628
H 0.435 1.566 -4.687 0.4870
H -0.821 0.920 -2.255 0.1654
H 0.065 -1.438 -2.512 0.3320
H -0.042 2.715 -3.455 0.4982
H 2.093 3.392 -3.317 0.4341
H 3.251 2.303 -1.651 0.7070
H 2.552 2.191 -4.511 0.4388
H 3.735 -1.361 -3.729 0.3012
H 4.187 0.023 -1.926 1.1199
P -2.479 -0.857 -0.804 1.9460
C -3.541 -1.889 0.260 -1.4785
H -4.591 -1.745 -0.032 0.4987
H -3.427 -1.595 1.308 0.2267
H -3.282 -2.950 0.154 0.4223
C -3.524 0.642 -0.918 -1.4926
H -4.583 0.351 -0.868 0.4634
H -3.335 1.183 -1.854 0.4738
H -3.298 1.302 -0.070 0.2722
C -2.769 -1.653 -2.435 -1.4039
H -2.376 -1.027 -3.246 0.3395
H -3.847 -1.810 -2.580 0.4840
H -2.256 -2.624 -2.472 0.3165
P 0.508 2.357 0.724 1.5221
C 2.258 2.794 1.014 -1.2160
H 2.374 3.887 0.958 0.5019
H 2.924 2.327 0.273 -0.0188
H 2.559 2.444 2.012 0.3978
C 0.009 3.576 -0.548 -1.2459
H 0.673 3.529 -1.424 0.0363
H 0.036 4.585 -0.115 0.5818
H -1.017 3.364 -0.883 0.3144
C -0.271 3.063 2.214 -1.3990
H -0.221 4.157 2.159 0.5086
H 0.235 2.717 3.123 0.3924
H -1.317 2.741 2.262 0.3319
C -4.005 1.252 5.106 -0.6100
C -2.640 1.065 5.340 -0.6716
C -1.805 0.567 4.294 -0.1338
C -2.414 0.268 3.108 0.8185
C -3.718 0.505 2.798 -0.2547
C -4.552 0.991 3.847 -0.7715
H -4.646 1.607 5.913 0.3672
H -2.206 1.291 6.318 0.4206
H -0.735 0.439 4.472 0.2084
H -4.139 0.324 1.809 0.2121
H -5.614 1.151 3.661 0.4180
```

Summary:
Kohn-Sham gap (spin up / spin down) = 7.796 / 5.127 eV
ΔE to the lowest compared entry with this formula, charge and spin = 0.000 eV
LUMO (spin up / spin down) = -0.096 / -0.122 Ha
total charge = +1



The following is a DFT calculation (the ωB97M-V functional and the def2-TZVPD basis) of an isolated molecule of C17H22N6O2 at a distorted geometry.

The geometry in XYZ format:
```
47
Properties=species:S:1:pos:R:3:nbo_charge:R:1
C 1.441 4.247 -5.703 -0.4284
N 1.529 3.461 -4.417 -0.1337
O 2.543 3.949 -3.588 -0.5595
C 0.648 2.444 -4.061 0.6132
O -0.094 1.993 -4.876 -0.6052
C 0.874 1.615 -2.815 0.0149
N 1.483 1.893 -1.654 -0.2511
N 1.293 0.986 -0.724 -0.1416
C 1.718 1.088 0.608 -0.4066
C 0.495 -0.029 -1.204 0.0487
C 0.170 0.322 -2.492 -0.0043
C -0.756 -0.446 -3.429 -0.4077
C -0.636 -1.976 -2.965 -0.4113
C -0.740 -2.147 -1.452 -0.1689
C -1.419 -3.170 -0.860 0.1255
N -1.499 -3.342 0.488 -0.4908
C -1.116 -2.338 1.201 0.5503
N -1.345 -2.450 2.539 -0.5854
C -0.615 -1.586 3.579 -0.0264
C -0.974 -0.077 3.587 -0.4077
C -0.665 0.324 5.038 -0.4150
C -0.435 -0.967 5.851 -0.4106
C -1.046 -2.054 5.049 -0.4124
N -0.472 -1.268 0.705 -0.5203
C -0.268 -1.199 -0.645 0.2557
H 2.194 3.869 -6.430 0.1978
H 1.730 5.218 -5.668 0.2114
H 0.454 4.143 -6.280 0.2402
H 2.546 3.429 -2.754 0.4998
H 2.663 1.781 0.714 0.2247
H 2.156 0.109 0.982 0.2311
H 0.938 1.514 1.204 0.2149
H -0.451 -0.404 -4.457 0.2483
H -1.786 -0.107 -3.188 0.2195
H 0.291 -2.416 -3.298 0.2118
H -1.444 -2.367 -3.620 0.2228
H -1.835 -3.967 -1.451 0.1964
H -1.551 -3.332 2.795 0.3888
H 0.438 -1.739 3.429 0.1900
H -2.085 -0.102 3.465 0.2055
H -0.483 0.636 2.855 0.2260
H 0.271 0.856 4.926 0.2001
H -1.353 0.984 5.387 0.2096
H 0.596 -1.333 6.077 0.2064
H -0.859 -0.872 6.898 0.2131
H -0.456 -2.979 5.439 0.2077
H -2.087 -2.193 5.217 0.2127
```

Summary:
Kohn-Sham gap = 8.845 eV
ΔE to the lowest compared entry with this formula, charge and spin = 3.841 eV
LUMO = 0.012 Ha
SMILES = CN(O)C(=O)c1nn(C)c2c1CCc1cnc(NC3CCCC3)nc1-2



The following is a DFT calculation (the ωB97M-V functional and the def2-TZVPD basis) of an isolated molecule of C22H19N5O2S at a distorted geometry.

The geometry in XYZ format:
```
49
Properties=species:S:1:pos:R:3:nbo_charge:R:1
O -2.083 3.513 -1.694 -0.6262
C -1.367 3.945 -0.807 0.6483
N -0.406 3.194 -0.218 -0.6053
C -0.231 1.801 -0.529 -0.1453
C 1.021 1.591 -1.425 -0.4133
C 1.460 0.166 -1.447 -0.1280
C 2.559 -0.355 -0.827 -0.0017
N 2.587 -1.714 -0.974 -0.5207
C 1.491 -2.107 -1.685 0.1120
C 1.057 -3.375 -2.051 -0.2289
C -0.124 -3.466 -2.756 -0.2226
C -0.858 -2.325 -3.098 -0.2365
C -0.434 -1.065 -2.739 -0.2344
C 0.754 -0.942 -2.014 -0.0462
C -0.031 1.023 0.772 0.6840
O 0.472 1.508 1.755 -0.5904
N -0.448 -0.274 0.666 -0.4504
N -0.113 -1.211 1.564 -0.1998
C -0.336 -2.431 1.283 0.0388
C 0.039 -3.489 2.193 -0.1383
C 0.575 -3.224 3.457 -0.1307
C 0.922 -4.286 4.269 -0.2568
C 0.726 -5.577 3.792 0.0398
N 0.226 -5.841 2.597 -0.4172
C -0.108 -4.828 1.822 0.0515
C -1.477 5.327 -0.323 -0.3163
C -2.381 6.253 -0.769 -0.1823
C -2.258 7.498 -0.126 -0.2639
C -1.262 7.509 0.800 -0.3888
S -0.456 6.001 0.908 0.4359
H 0.112 3.531 0.582 0.4177
H -1.130 1.469 -1.059 0.2417
H 1.829 2.207 -1.025 0.2239
H 0.780 1.943 -2.430 0.2303
H 3.329 0.155 -0.282 0.2185
H 3.293 -2.326 -0.604 0.4174
H 1.624 -4.255 -1.786 0.2177
H -0.494 -4.436 -3.052 0.2170
H -1.775 -2.442 -3.656 0.2171
H -1.005 -0.190 -3.013 0.2208
H -0.858 -0.583 -0.221 0.3861
H -0.797 -2.731 0.332 0.1716
H 0.701 -2.198 3.767 0.2387
H 1.335 -4.122 5.252 0.2216
H 0.981 -6.441 4.392 0.1932
H -0.512 -5.091 0.852 0.1910
H -3.101 6.025 -1.533 0.2426
H -2.880 8.348 -0.341 0.2281
H -0.949 8.317 1.432 0.2383
```

Summary:
Kohn-Sham gap = 8.384 eV
ΔE to the lowest compared entry with this formula, charge and spin = 1.137 eV
LUMO = 0.005 Ha
SMILES = O=C(N[C@@H](Cc1c[nH]c2ccccc12)C(=O)N/N=C/c1cccnc1)c1cccs1